{
  "formula": "C21H21BFMgN6OS",
  "method": "wB97M-V/def2-TZVPD",
  "species": ["Mg", "C", "C", "C", "C", "N", "C", "N", "C", "N", "C", "N", "C", "C", "C", "C", "C", "N", "C", "C", "C", "C", "C", "C", "H", "H", "H", "H", "H", "H", "H", "H", "H", "H", "H", "H", "F", "C", "S", "C", "O", "H", "H", "H", "H", "H", "H", "B", "C", "N", "H", "H", "H"],
  "coordinates": [[-0.10, -0.07, -0.03], [-2.03, -1.16, 3.79], [-2.21, 0.03, 4.50], [-1.85, 1.21, 3.92], [-1.28, 1.22, 2.64], [-1.12, 0.08, 1.96], [-1.48, -1.07, 2.53], [-0.96, 2.47, 2.13], [-0.13, 2.68, 1.17], [0.65, 1.82, 0.45], [1.32, 2.54, -0.51], [2.11, 2.15, -1.45], [2.38, 0.82, -1.75], [3.65, 0.55, -2.27], [3.96, -0.73, -2.68], [2.99, -1.73, -2.58], [1.77, -1.38, -2.05], [1.46, -0.14, -1.64], [1.01, 3.98, -0.35], [1.44, 5.10, -1.03], [0.93, 6.33, -0.63], [0.01, 6.42, 0.42], [-0.42, 5.28, 1.09], [0.10, 4.07, 0.69], [-2.28, -2.12, 4.21], [-2.64, 0.01, 5.50], [-1.97, 2.16, 4.42], [-1.29, -1.96, 1.94], [4.36, 1.36, -2.35], [4.94, -0.96, -3.07], [3.18, -2.75, -2.87], [1.00, -2.12, -1.90], [2.15, 5.01, -1.84], [1.24, 7.24, -1.14], [-0.38, 7.39, 0.70], [-1.13, 5.33, 1.90], [-1.52, 0.78, -1.03], [-3.68, -0.91, -0.43], [-2.38, -1.57, -1.47], [-3.04, -3.23, -1.61], [-1.18, -1.83, -0.57], [-4.60, -0.92, -1.00], [-3.37, 0.11, -0.20], [-3.76, -1.53, 0.47], [-3.98, -3.20, -2.16], [-3.19, -3.66, -0.62], [-2.31, -3.82, -2.15], [1.63, -4.14, 1.19], [1.44, -2.56, 1.09], [1.27, -1.42, 1.01], [2.62, -4.36, 1.86], [0.63, -4.59, 1.72], [1.76, -4.56, 0.06]],
  "lowdin_charge": [0.461, -0.073, -0.086, -0.023, -0.307, 0.090, -0.136, 0.158, -0.290, 0.095, -0.287, 0.165, -0.310, -0.022, -0.080, -0.067, -0.134, 0.089, -0.097, -0.018, -0.095, -0.094, -0.018, -0.097, 0.096, 0.098, 0.101, 0.099, 0.102, 0.099, 0.099, 0.103, 0.107, 0.092, 0.092, 0.107, -0.518, -0.249, 0.900, -0.263, -0.576, 0.056, 0.038, 0.058, 0.049, 0.058, 0.050, -0.446, -0.228, 0.094, -0.014, -0.014, -0.014],
  "e_lumo_ev": 2.408,
  "homo_ev": -5.1,
  "de_lowest_kcal_mol": 0.0,
  "max_force_ev_per_a": 0.5,
  "total_charge": -1,
  "gap_ev": 7.495
}

=====

{
  "formula": "C17H23F5NO3P2Zr",
  "method": "wB97M-V/def2-TZVPD",
  "species": ["Zr", "P", "C", "C", "N", "C", "C", "C", "C", "C", "P", "H", "H", "H", "H", "H", "H", "H", "H", "O", "H", "H", "O", "H", "C", "H", "H", "H", "C", "H", "H", "H", "C", "H", "H", "H", "C", "H", "H", "H", "F", "C", "C", "F", "C", "F", "C", "O", "C", "F", "C", "F"],
  "coordinates": [[0.65, -0.52, -0.28], [-0.93, -1.67, 1.59], [-1.83, -2.46, 0.15], [-2.45, -1.24, -0.61], [-1.65, -0.17, -0.91], [-2.08, 0.82, -1.72], [-3.43, 0.84, -2.14], [-4.33, -0.23, -1.82], [-3.78, -1.29, -1.11], [-1.03, 1.80, -2.14], [0.70, 1.22, -2.24], [-4.33, -2.18, -0.75], [-3.80, 1.69, -2.74], [-5.43, -0.22, -2.11], [-1.30, 2.22, -3.13], [-1.08, 2.75, -1.53], [-0.95, -2.86, -0.45], [-2.49, -3.31, 0.50], [2.59, -2.05, -2.36], [0.69, -2.33, -1.06], [0.16, -2.83, -1.74], [1.18, -0.11, -2.05], [2.86, -1.11, -2.45], [3.50, -0.86, -1.80], [0.98, 1.06, -4.08], [0.41, 1.85, -4.59], [2.06, 1.12, -4.35], [0.53, 0.11, -4.39], [1.58, 2.87, -1.86], [2.69, 2.76, -1.83], [1.35, 3.63, -2.64], [1.21, 3.27, -0.89], [-2.22, -1.05, 2.68], [-2.73, -1.87, 3.20], [-1.68, -0.43, 3.42], [-2.91, -0.45, 2.06], [-0.33, -3.27, 2.46], [0.52, -2.97, 3.14], [-1.20, -3.66, 3.09], [0.05, -4.04, 1.71], [4.23, 1.78, 4.82], [3.25, 1.72, 3.90], [3.41, 0.77, 2.88], [4.51, 0.00, 2.78], [2.43, 0.63, 1.95], [2.39, -0.34, 0.88], [1.30, 1.42, 1.90], [0.45, 1.18, 0.89], [1.13, 2.39, 2.93], [0.05, 3.20, 3.04], [2.10, 2.53, 3.92], [1.99, 3.42, 4.96]],
  "lowdin_charge": [1.615, 0.863, -0.266, -0.286, -0.021, -0.297, 0.046, 0.041, 0.014, -0.214, 0.930, 0.147, 0.141, 0.171, 0.131, 0.144, 0.047, 0.136, 0.093, -0.414, 0.096, -0.040, -0.040, 0.057, -0.155, 0.084, 0.098, 0.078, -0.125, 0.084, 0.106, 0.070, -0.208, 0.079, 0.068, 0.062, -0.196, 0.056, 0.085, 0.078, 0.174, -0.071, -0.113, 0.160, -0.056, -0.079, -0.257, -0.268, -0.077, 0.133, -0.059, 0.153],
  "e_lumo_ev": -12.177,
  "homo_ev": -17.7,
  "de_lowest_kcal_mol": 16.4,
  "max_force_ev_per_a": 7.5,
  "total_charge": 3,
  "gap_ev": 5.564
}

=====

{
  "formula": "C24H37AlO13",
  "method": "wB97M-V/def2-TZVPD",
  "species": ["Al", "O", "H", "O", "C", "O", "C", "C", "C", "H", "H", "H", "H", "H", "H", "O", "C", "O", "C", "C", "C", "H", "H", "H", "H", "H", "H", "O", "C", "O", "C", "C", "C", "H", "H", "H", "H", "H", "H", "O", "C", "O", "C", "C", "C", "H", "H", "H", "H", "H", "H", "O", "C", "O", "C", "C", "C", "H", "H", "H", "H", "H", "H", "O", "C", "O", "C", "C", "C", "H", "H", "H", "H", "H", "H"],
  "coordinates": [[-2.95, -1.96, -1.78], [-1.06, -0.41, -0.54], [-0.54, -0.26, 0.27], [-0.57, -3.89, -1.59], [0.32, -4.07, -0.79], [1.40, -4.78, -1.12], [2.39, -4.70, -0.05], [1.96, -3.55, 0.82], [0.49, -3.35, 0.53], [3.35, -4.60, -0.55], [2.39, -5.65, 0.48], [2.57, -2.66, 0.63], [2.15, -3.75, 1.88], [0.31, -2.28, 0.42], [-0.18, -3.76, 1.28], [-3.01, 1.12, -2.34], [-2.23, 1.89, -2.82], [-2.25, 2.29, -4.10], [-1.21, 3.24, -4.39], [-0.18, 3.02, -3.27], [-1.04, 2.51, -2.10], [-1.51, 4.28, -4.36], [-0.80, 2.95, -5.35], [0.28, 3.95, -2.93], [0.54, 2.26, -3.55], [-1.41, 3.42, -1.61], [-0.49, 1.94, -1.36], [-0.50, -4.77, 5.11], [-0.43, -3.66, 4.72], [0.76, -3.20, 4.19], [0.70, -1.84, 3.81], [-0.78, -1.70, 3.44], [-1.48, -2.59, 4.45], [1.33, -1.70, 2.93], [1.20, -1.25, 4.59], [-0.94, -2.14, 2.46], [-1.11, -0.66, 3.43], [-2.42, -3.07, 4.17], [-1.64, -1.96, 5.33], [-0.56, -1.35, -3.62], [0.62, -1.04, -3.55], [1.19, -0.45, -4.58], [2.60, -0.33, -4.32], [2.66, -0.23, -2.77], [1.60, -1.27, -2.43], [3.08, 0.52, -4.79], [3.09, -1.25, -4.64], [2.45, 0.80, -2.50], [3.58, -0.58, -2.31], [1.13, -1.24, -1.45], [2.05, -2.26, -2.48], [4.27, 1.49, -0.09], [3.31, 1.91, 0.47], [2.84, 3.18, 0.39], [1.69, 3.46, 1.21], [1.51, 2.18, 2.01], [2.28, 1.11, 1.28], [0.85, 3.60, 0.54], [1.89, 4.28, 1.88], [0.45, 1.90, 2.00], [1.89, 2.29, 3.02], [1.78, 0.48, 0.53], [2.78, 0.42, 1.96], [-3.89, -0.22, 0.49], [-3.86, 0.94, 0.88], [-4.92, 1.72, 0.91], [-4.57, 3.13, 1.04], [-3.10, 3.12, 1.48], [-2.60, 1.70, 1.25], [-5.22, 3.55, 1.79], [-4.70, 3.57, 0.05], [-3.01, 3.41, 2.52], [-2.50, 3.82, 0.90], [-2.13, 1.35, 2.17], [-1.94, 1.64, 0.39]],
  "lowdin_charge": [1.332, -0.132, 0.004, 0.063, -0.443, 0.070, -0.093, -0.146, -0.068, 0.139, 0.142, 0.120, 0.122, 0.079, 0.136, 0.091, -0.432, 0.076, -0.100, -0.122, -0.067, 0.141, 0.141, 0.129, 0.105, 0.134, 0.096, 0.169, -0.453, -0.002, -0.165, -0.160, -0.055, 0.096, 0.138, 0.083, 0.103, 0.132, 0.136, 0.102, -0.448, 0.085, -0.088, -0.112, -0.066, 0.141, 0.142, 0.113, 0.132, 0.091, 0.147, 0.144, -0.475, 0.033, -0.127, -0.154, -0.082, 0.113, 0.138, 0.093, 0.130, 0.099, 0.124, 0.076, -0.436, 0.088, -0.071, -0.124, -0.065, 0.141, 0.137, 0.126, 0.115, 0.121, 0.080],
  "e_lumo_ev": -12.549,
  "homo_ev": -14.7,
  "de_lowest_kcal_mol": 14.6,
  "max_force_ev_per_a": 2.1,
  "total_charge": 2,
  "gap_ev": 2.123
}

=====

{
  "formula": "C3H2O2S3",
  "method": "wB97M-V/def2-TZVPD",
  "species": ["O", "C", "S", "C", "S", "C", "O", "S", "H", "H"],
  "coordinates": [[-1.98, 0.19, -1.23], [-1.24, -0.17, -0.18], [-1.67, -1.31, 0.88], [-0.01, 0.63, -0.02], [-0.04, 2.24, 0.00], [1.26, -0.12, 0.20], [1.93, 0.27, 1.23], [1.74, -1.25, -0.88], [-2.83, -0.26, -1.20], [2.73, -0.27, 1.26]],
  "lowdin_charge": [0.004, -0.953, 0.794, -0.805, 0.886, -0.963, 0.041, 0.765, 0.114, 0.118],
  "e_lumo_ev": -1.712,
  "homo_ev": -9.2,
  "de_lowest_kcal_mol": 13.5,
  "max_force_ev_per_a": 2.0,
  "smiles": "OC(=S)C(=S)C(O)=S",
  "total_charge": 0,
  "gap_ev": 7.478
}

=====

{
  "formula": "C35H41AuN4",
  "method": "wB97M-V/def2-TZVPD",
  "species": ["Au", "C", "C", "C", "C", "C", "C", "C", "N", "C", "N", "C", "C", "C", "C", "C", "C", "C", "N", "C", "C", "C", "C", "C", "C", "C", "H", "H", "H", "H", "H", "H", "H", "H", "H", "H", "H", "H", "H", "H", "H", "H", "H", "H", "H", "H", "H", "H", "C", "H", "H", "C", "C", "C", "C", "C", "C", "C", "C", "C", "C", "C", "C", "N", "H", "H", "H", "H", "H", "H", "H", "H", "H", "H", "H", "H", "H", "H", "H", "H", "H"],
  "coordinates": [[0.11, -0.23, -1.60], [0.73, -0.22, 5.82], [1.64, -1.32, 5.35], [2.49, -1.99, 6.22], [3.34, -2.99, 5.79], [3.34, -3.35, 4.46], [2.49, -2.71, 3.56], [1.66, -1.69, 4.00], [0.76, -1.01, 3.13], [0.84, -0.94, 1.74], [2.11, -0.71, 1.29], [2.75, -0.91, 0.02], [2.06, -1.05, -1.20], [2.86, -1.41, -2.30], [4.24, -1.54, -2.23], [4.88, -1.28, -1.03], [4.15, -0.96, 0.11], [4.88, -0.66, 1.40], [-0.18, -1.03, 0.98], [-1.47, -1.17, 1.50], [-2.17, -2.35, 1.24], [-3.47, -2.52, 1.71], [-4.08, -1.51, 2.44], [-3.39, -0.33, 2.67], [-2.09, -0.13, 2.20], [-1.40, 1.20, 2.37], [0.89, -0.02, 6.88], [-0.33, -0.47, 5.69], [0.92, 0.70, 5.26], [2.47, -1.71, 7.27], [3.99, -3.49, 6.49], [3.98, -4.14, 4.10], [2.46, -3.02, 2.53], [-0.17, -0.90, 3.50], [2.75, -0.59, 2.05], [2.37, -1.57, -3.25], [4.81, -1.82, -3.11], [5.97, -1.32, -0.96], [5.95, -0.63, 1.22], [4.70, -1.42, 2.17], [4.58, 0.30, 1.82], [-1.68, -3.11, 0.64], [-4.00, -3.44, 1.49], [-5.09, -1.63, 2.81], [-3.87, 0.48, 3.21], [-2.14, 1.99, 2.48], [-0.78, 1.43, 1.50], [-0.76, 1.23, 3.25], [-1.38, -1.46, -2.45], [-1.59, -1.21, -3.51], [-2.34, -1.37, -1.93], [0.52, 0.10, -5.13], [0.38, 1.61, -4.87], [1.47, 2.13, -3.93], [-1.04, 1.99, -4.49], [-1.85, 2.48, -5.51], [-3.16, 2.89, -5.32], [-3.65, 2.86, -4.02], [-2.91, 2.40, -2.95], [-3.53, 2.49, -1.57], [-2.74, 3.40, -0.63], [-3.79, 1.13, -0.92], [-1.58, 1.88, -3.16], [-0.89, 1.43, -2.08], [1.54, -0.15, -5.46], [-0.18, -0.22, -5.90], [0.31, -0.48, -4.22], [0.55, 2.10, -5.83], [1.35, 1.75, -2.92], [1.45, 3.22, -3.88], [2.46, 1.82, -4.29], [-1.41, 2.53, -6.51], [-3.76, 3.24, -6.15], [-4.66, 3.22, -3.83], [-4.51, 2.96, -1.73], [-1.74, 3.00, -0.47], [-3.24, 3.50, 0.33], [-2.63, 4.40, -1.07], [-2.85, 0.61, -0.72], [-4.39, 0.49, -1.57], [-4.32, 1.25, 0.04]],
  "lowdin_charge": [0.796, -0.050, -0.218, -0.066, -0.122, -0.098, -0.024, -0.199, 0.134, -0.386, 0.121, -0.228, -0.225, -0.158, -0.137, -0.113, -0.250, -0.072, 0.128, -0.252, -0.021, -0.106, -0.124, -0.077, -0.236, -0.037, 0.069, 0.083, 0.083, 0.099, 0.090, 0.099, 0.124, 0.109, 0.082, 0.069, 0.078, 0.084, 0.065, 0.060, 0.078, 0.109, 0.089, 0.083, 0.100, 0.071, 0.084, 0.057, -0.231, -0.114, -0.121, -0.095, -0.390, -0.108, -0.166, -0.111, -0.167, -0.108, -0.173, -0.393, -0.100, -0.089, -0.354, -0.156, 0.059, 0.068, 0.008, 0.102, 0.012, 0.066, 0.059, 0.085, 0.059, 0.082, 0.104, 0.045, 0.052, 0.065, 0.037, 0.072, 0.058],
  "e_lumo_ev": [3.923, 3.923],
  "homo_ev": [1.1, 0.8],
  "de_lowest_kcal_mol": 83.4,
  "max_force_ev_per_a": 2.0,
  "total_charge": -2,
  "gap_ev": [2.849, 3.093]
}

=====

Which formula does entry 2 have?
C17H23F5NO3P2Zr

=====

Number 5 is which compound?
C35H41AuN4

=====

Number 4 is which compound?
C3H2O2S3